Entry 1:
An isolated ion of composition C6H13NO and charge +1 in a non-equilibrium geometry. Source: the OMol25 dataset; level of theory: ωB97M-V/def2-TZVPD.

Structure (XYZ):
```
21
Properties=species:S:1:pos:R:3:forces:R:3:lowdin_charge:R:1
C -1.67842 -0.63883 0.86749 -0.74 0.73 -0.15 -0.137
C -1.45743 0.27515 2.09199 0.17 0.16 0.09 -0.051
C -0.41706 -0.96910 0.14658 -0.10 -0.78 0.45 -0.375
N 0.14004 0.03667 -0.75011 -0.08 1.29 0.28 0.043
C 1.51927 0.46750 -0.51782 -0.18 -1.16 -0.81 -0.115
C 2.54968 -0.65741 -0.86369 -0.25 -0.06 0.22 -0.019
C -0.73949 0.93045 -1.48560 0.04 -0.92 -0.06 0.037
O 0.22412 -1.95940 0.30686 0.20 -0.07 -0.06 0.208
H -2.18216 -1.55950 1.14173 0.36 -0.27 0.10 0.136
H -2.39039 -0.11019 0.23468 0.04 -0.11 -0.27 0.111
H -1.58851 1.33023 1.85084 0.13 0.00 -0.18 0.077
H -0.47895 0.16360 2.56967 -0.22 -0.21 -0.01 0.089
H -2.23978 0.05180 2.80900 0.08 -0.08 0.22 0.088
H 1.68261 1.31222 -1.17327 0.01 0.36 0.29 0.126
H 1.54730 0.70313 0.54537 0.25 0.29 0.10 0.152
H 2.07239 -1.48818 -1.39027 0.18 0.27 -0.01 0.087
H 2.99079 -1.05610 0.04225 0.00 -0.07 0.06 0.086
H 3.33713 -0.22199 -1.47034 0.00 0.01 -0.10 0.088
H -1.59458 0.37573 -1.86268 -0.06 -0.08 -0.05 0.119
H -0.17058 1.33813 -2.31102 -0.05 0.42 0.00 0.116
H -1.12598 1.67610 -0.78164 0.22 0.26 -0.13 0.135
```
Positions in Å, forces in eV/Å.

Summary:
- Spin multiplicity: 2
- ⟨S²⟩: 0.757
- Net charge: +1
- Frontier orbital gap (alpha / beta): 12.010 / 7.591 eV
- Energy above the lowest of the compared OMol25 structures with the same formula, charge and spin: 63.6 kJ/mol

***

Entry 2:
C24H19F3N4O6SSr as an isolated structure in a non-equilibrium geometry. Source: the OMol25 dataset; level of theory: ωB97M-V/def2-TZVPD.

Structure (XYZ):
```
58
Properties=species:S:1:pos:R:3:forces:R:3:lowdin_charge:R:1
Sr -2.91481 2.97369 -0.11375 0.08 0.21 0.16 1.630
O -4.44866 1.20911 3.51372 -0.48 0.37 -1.01 0.018
C -3.85726 1.89406 2.66957 0.05 -0.79 2.46 -0.658
O -4.31109 2.57287 1.72662 -0.50 0.53 -1.42 -0.205
C -2.35404 1.95055 2.93250 -0.44 -0.96 0.34 -0.204
C -1.92882 1.24384 4.06744 1.11 0.01 0.75 0.018
C -0.57940 1.21229 4.33259 -0.22 1.52 -0.85 0.038
C 0.27713 1.95140 3.44054 0.38 -0.07 -1.03 -0.141
C 1.67292 2.03284 3.54535 2.39 -0.29 -0.62 -0.028
C 2.51330 2.44871 2.49409 -1.95 -0.03 0.65 -0.059
C 1.94285 2.90890 1.29159 0.99 -0.33 0.01 -0.083
C 0.60667 3.04395 1.19890 -1.19 -0.73 1.00 -0.009
C -0.24259 2.53573 2.23872 1.53 -0.51 1.23 -0.212
N -1.55485 2.50154 2.07777 -1.55 1.03 -1.93 0.052
H -2.71794 0.81953 4.67824 0.38 -0.14 -0.06 0.119
H -0.14440 0.77132 5.21328 0.00 -0.26 0.11 0.113
H 2.18517 1.61855 4.40470 -0.18 0.03 0.27 0.106
H 3.58140 2.48459 2.50086 0.47 -0.39 0.70 0.093
H 2.62447 3.05349 0.44872 -0.43 0.46 0.21 0.116
H 0.12405 3.45944 0.35280 -0.24 0.30 -0.78 0.063
C 3.05820 -6.53801 -3.37207 3.14 -1.50 -0.33 -0.066
C 2.98132 -5.65979 -2.20892 -1.89 0.63 1.77 -0.286
C 2.29746 -6.10822 -1.04746 0.99 4.13 0.06 0.004
C 1.95677 -5.15417 -0.03364 1.75 -0.09 -2.26 0.008
C 2.41571 -3.83456 -0.14610 -1.21 0.18 0.05 -0.244
N 1.90523 -2.81722 0.76499 1.44 0.71 0.96 0.118
C 1.00973 -1.80090 0.49076 -1.95 -1.40 -1.29 -0.513
O 0.89906 -0.71961 1.01268 1.03 -0.05 0.44 0.091
N 0.01594 -2.24568 -0.41851 0.49 -0.56 -0.76 0.134
C -0.76070 -1.30635 -1.13255 0.39 0.41 1.01 -0.195
C -0.82652 -1.33134 -2.50645 -0.84 0.42 1.13 -0.005
C -1.59508 -0.40356 -3.16959 -0.48 -0.30 -1.10 -0.044
C -2.25478 0.52967 -2.40125 -0.38 0.37 0.32 -0.137
N -2.19703 0.59425 -1.04537 0.22 0.14 -1.22 -0.036
C -1.44334 -0.29658 -0.42824 0.18 -0.71 -1.18 -0.053
C 3.19586 -3.45748 -1.24319 -0.05 1.31 0.51 -0.036
C 3.40357 -4.32300 -2.26168 0.18 -1.52 -1.14 -0.057
H 4.16198 -6.48671 -3.71623 -1.73 -0.36 0.07 0.119
H 2.42412 -6.35861 -4.21445 -0.47 0.57 -0.35 0.075
H 2.86769 -7.56238 -3.03198 0.12 0.05 -0.32 0.081
H 1.98701 -7.08060 -0.91741 -0.65 -2.08 -0.01 0.080
H 1.37013 -5.48339 0.76607 -0.81 -0.14 1.22 0.095
H 2.59314 -2.42760 1.40384 0.03 -0.36 0.02 0.148
H 0.23536 -3.12165 -0.92794 -0.20 0.97 0.52 0.144
H -0.40154 -2.14826 -2.98320 1.01 -1.22 -1.15 0.100
H -1.73027 -0.52725 -4.27687 0.07 0.60 1.28 0.135
H -2.91561 1.24907 -2.85581 -0.06 0.20 -0.25 0.105
H -1.39672 -0.26290 0.61925 0.06 0.07 1.23 0.106
H 3.60557 -2.44444 -1.38494 -0.53 -0.37 0.49 0.131
H 3.85040 -3.98685 -3.19380 0.21 0.05 0.22 0.121
F -3.99217 7.15192 -1.48878 -0.05 1.19 -0.58 0.139
C -3.08348 6.66550 -0.65247 -0.26 0.78 -0.86 -0.714
F -3.80094 5.98958 0.21031 -0.27 -1.55 1.68 0.136
F -2.46366 7.62682 0.01868 0.28 0.09 -0.42 0.167
S -2.06157 5.55071 -1.68011 0.49 1.34 -2.43 0.501
O -3.11902 4.58485 -2.00502 -0.20 -0.27 -0.48 -0.464
O -1.52470 6.33174 -2.80193 -0.88 -1.39 2.27 -0.268
O -1.14123 4.92657 -0.75487 0.67 -0.28 0.68 -0.386
```
Positions in Å, forces in eV/Å.

Summary:
- Spin multiplicity: 1
- Frontier orbital gap: 8.692 eV
- Energy above the lowest of the compared OMol25 structures with the same formula, charge and spin: 50.4 kJ/mol

***

Entry 3:
The molecule C6H8O2 in a non-equilibrium geometry. Source: the OMol25 dataset; level of theory: ωB97M-V/def2-TZVPD.

Structure (XYZ):
```
16
Properties=species:S:1:pos:R:3:forces:R:3:lowdin_charge:R:1
C 0.34711 0.31856 0.25178 0.34 1.75 0.14 -0.427
C -0.48642 1.65538 -0.37429 1.53 -0.74 1.17 -0.026
C -1.63161 0.49386 -0.46490 -4.18 3.41 -0.58 -0.121
C -0.62334 -0.50918 -0.64747 3.51 -1.49 4.55 -0.268
C 1.02777 -1.78824 0.04344 -1.63 3.02 0.44 -0.085
C 1.59593 -0.48796 0.06060 -1.31 -4.45 -0.76 -0.008
H 1.10866 -0.35911 2.07683 -4.62 2.82 -1.86 0.241
H 0.04700 2.22701 -1.12550 -0.08 -1.19 -1.51 0.078
H -0.60594 2.59068 0.24761 -0.66 -1.72 0.54 0.106
H -2.05876 0.82752 0.60166 0.43 -2.17 -2.29 0.165
H -2.43212 0.37156 -1.32265 1.08 1.22 1.91 0.136
H -0.04106 -0.47424 -1.55485 -0.75 -0.23 -0.91 0.152
H 1.32158 -2.75010 0.31942 1.53 -1.23 0.00 0.104
H 2.65495 -0.50269 0.21868 0.38 1.02 0.18 0.092
O 0.15876 0.26162 1.69264 3.51 -1.91 0.93 -0.101
O -0.38250 -1.87467 -0.02302 0.91 1.88 -1.95 -0.038
```
Positions in Å, forces in eV/Å.

Summary:
- Spin multiplicity: 1
- SMILES: O[C@@]12C=CO[C@H]1CC2
- Frontier orbital gap: 9.628 eV
- Energy above the lowest of the compared OMol25 structures with the same formula, charge and spin: 641.3 kJ/mol

***

Entry 4:
A 2-piece molecular cluster, C3H7INO overall in a non-equilibrium geometry. Source: the OMol25 dataset; level of theory: ωB97M-V/def2-TZVPD.

Structure (XYZ):
```
13
Properties=species:S:1:pos:R:3:forces:R:3:lowdin_charge:R:1
C -1.57953 -1.38880 -0.09802 -0.04 1.05 2.01 -0.029
C -1.18279 -0.20583 0.74996 0.25 1.19 -1.43 -0.027
C 1.73708 2.55429 -0.22275 -2.90 -0.77 1.03 0.056
N -0.25323 -0.75666 -0.33283 1.43 -1.69 2.02 0.036
O 1.47995 1.43877 -0.00062 0.22 0.50 -0.03 -0.267
I 3.15684 -0.44591 -0.15470 0.35 -0.71 -0.07 0.490
H -1.68255 -2.31243 0.46587 0.54 -0.04 -0.49 0.137
H -2.31423 -1.19448 -0.83955 -0.22 -0.11 -0.80 0.120
H -1.45496 0.88113 0.62069 -0.13 -1.56 -0.50 0.144
H -0.90757 -0.33603 1.77356 0.62 -0.68 0.29 0.115
H 0.81128 -1.14191 -0.17014 -2.53 0.63 0.02 0.028
H 2.45509 3.18748 -0.59938 2.33 1.09 -0.93 0.077
H -0.26537 -0.27962 -1.19209 0.07 1.10 -1.14 0.121
```
Positions in Å, forces in eV/Å.

Summary:
- Spin multiplicity: 1
- Net charge: +1
- Frontier orbital gap (alpha / beta): 9.207 / 6.701 eV
- Energy above the lowest of the compared OMol25 structures with the same formula, charge and spin: 377.8 kJ/mol

***

Entry 5:
A 2-piece molecular cluster, C6H18N3 overall in a non-equilibrium geometry. Source: the OMol25 dataset; level of theory: ωB97M-V/def2-TZVPD.

Structure (XYZ):
```
27
Properties=species:S:1:pos:R:3:forces:R:3:lowdin_charge:R:1
C -0.48000 1.55426 0.05460 -0.59 0.29 -0.05 -0.473
C -1.85934 1.80261 0.74788 1.02 -0.43 -0.24 -0.083
C -0.47000 2.30113 -1.28579 -0.04 -0.31 -1.33 -0.093
C 0.69267 2.00315 0.93814 -1.33 0.34 0.64 -0.073
H -0.35317 0.45883 -0.15235 -0.51 0.96 0.24 0.082
H -2.66042 1.52973 0.07657 -0.29 -0.34 -0.16 0.062
H -2.07893 2.84496 1.02948 0.58 -0.31 0.05 0.094
H 0.13170 3.20754 -1.43195 -0.03 -0.04 0.90 0.077
H -0.03584 1.65378 -2.06067 -0.37 -0.02 -0.14 0.064
H -1.48708 2.59600 -1.59315 0.35 -0.35 -0.04 0.079
H 0.94542 2.95489 0.49332 0.74 0.34 0.59 0.066
H 0.32431 2.15168 1.98632 0.63 -0.11 -0.78 0.092
H 1.52586 1.31471 0.93124 0.32 -0.03 -0.01 0.044
H -1.85066 1.14237 1.60929 -0.51 0.17 0.41 0.068
C -1.10978 -2.14047 -0.72223 -1.94 1.18 -0.47 -0.062
C 1.30119 -2.14489 0.05500 -1.21 0.18 1.10 -0.375
N 0.26788 -1.71168 -0.72986 2.77 -1.41 -0.31 0.003
N 1.15947 -3.22466 0.90454 -0.58 1.97 -1.43 0.215
N 2.40443 -1.39917 0.08242 0.72 -0.72 0.63 0.213
H 0.70346 -1.40113 -1.59385 -0.96 0.54 -0.18 0.160
H 0.21158 -3.55411 0.82444 -0.11 -0.54 0.41 0.101
H 1.47058 -3.09432 1.85106 0.32 -0.21 0.28 0.129
H 2.69324 -0.77180 -0.64126 -0.46 0.43 -0.30 0.132
H 3.11784 -1.52507 0.79646 -0.28 -0.45 -0.36 0.146
H -1.70228 -1.25894 -1.18960 0.89 -1.47 0.96 0.130
H -1.45794 -2.25781 0.32245 0.18 0.17 -0.56 0.104
H -1.40418 -3.03156 -1.30249 0.67 0.19 0.18 0.100
```
Positions in Å, forces in eV/Å.

Summary:
- Spin multiplicity: 1
- Net charge: +1
- Frontier orbital gap: 10.509 eV
- Energy above the lowest of the compared OMol25 structures with the same formula, charge and spin: 143.9 kJ/mol

***

Entry 6:
A 2-piece molecular cluster, C5H10O overall. Source: the OMol25 dataset; level of theory: ωB97M-V/def2-TZVPD.

Structure (XYZ):
```
16
Properties=species:S:1:pos:R:3:forces:R:3:lowdin_charge:R:1
C -1.33364 -0.58752 -0.76194 -0.07 0.00 -0.02 -0.061
C -0.05209 -0.57241 0.05490 -0.11 -0.04 0.01 -0.289
C 1.31239 -0.79944 -0.65598 0.06 -0.16 -0.12 -0.134
C 1.90409 0.46003 0.02867 0.11 0.10 0.03 -0.080
C 0.48439 0.79584 0.48238 -0.16 0.41 0.20 -0.380
O -0.03971 1.79350 0.90357 0.30 -0.48 -0.24 0.072
H -2.18262 -0.25426 -0.15700 0.13 -0.05 -0.09 0.062
H -1.25219 0.08374 -1.62449 0.00 -0.09 0.12 0.086
H -1.54824 -1.59480 -1.13469 0.03 0.14 0.06 0.079
H -0.14798 -1.21694 0.93932 0.03 0.11 -0.10 0.150
H 1.81435 -1.74447 -0.43686 -0.08 0.15 -0.04 0.104
H 1.22979 -0.68508 -1.74123 0.00 -0.01 0.16 0.110
H 2.55910 0.23579 0.87778 -0.11 0.03 -0.10 0.119
H 2.38921 1.21113 -0.60109 -0.08 -0.10 0.09 0.115
H -2.90630 1.35454 2.04783 0.03 0.01 -0.01 0.035
H -2.23057 1.52036 1.77882 -0.10 -0.01 0.04 0.011
```
Positions in Å, forces in eV/Å.

Summary:
- Spin multiplicity: 1
- SMILES: C[C@H]1CCC1=O.[H][H]
- Frontier orbital gap: 10.433 eV
- Energy above the lowest of the compared OMol25 structures with the same formula, charge and spin: 161.1 kJ/mol

***

Number 1: E -366.085730 a.u.. Number 2: E -2325.104123 a.u.. Number 3: E -383.665858 a.u.. Number 4: E -545.781945 a.u.. Number 5: E -403.425783 a.u.. Number 6: E -271.691268 a.u..